[1]
# C31H35N5O10P2Ti

A molecular structure, C31H35N5O10P2Ti (the ωB97M-V functional and the def2-TZVPD basis, OMol25).

The spin multiplicity is 1. As for the LUMO energy (spin up / spin down): 0.4 / 0.4 eV. Its HOMO-LUMO gap (spin up / spin down) is 5.622 / 5.508 eV. The relative energy (zero: lowest compared OMol25 entry of this formula, charge and spin) is 0.555 eV. The total charge is 0. The HOMO energy (spin up / spin down) comes out at -5.21 / -5.12 eV.

Each line ends with the Löwdin charge.
Element x y z (Å)
Ti (-0.04438, -0.46020, 0.03493)  1.072
C (-0.23190, -3.28314, 2.07605)  -0.024
C (0.22010, -2.02799, 2.75774)  -0.308
C (0.64156, -2.04659, 4.05435)  -0.038
C (1.01318, -0.84198, 4.69742)  -0.067
C (0.89949, 0.33027, 4.02458)  -0.015
C (0.43594, 0.32688, 2.68014)  -0.220
N (0.18263, -0.85841, 2.04054)  0.015
C (0.11622, 1.49745, 1.95420)  -0.214
C (0.49100, 2.79411, 2.39052)  -0.020
C (0.08850, 3.89480, 1.70936)  -0.067
C (-0.74157, 3.70626, 0.57408)  -0.023
C (-1.04388, 2.45772, 0.13067)  -0.182
N (-0.55699, 1.31850, 0.74523)  0.016
C (-1.92613, 2.25924, -1.04799)  -0.197
C (-2.17599, 3.29810, -1.94763)  -0.021
C (-3.02739, 3.06688, -3.00623)  -0.069
C (-3.59404, 1.81163, -3.15565)  -0.037
C (-3.27696, 0.82095, -2.23560)  -0.304
C (-3.87907, -0.54911, -2.35357)  -0.022
N (-2.46031, 1.04859, -1.20244)  0.174
H (-1.32026, -3.36064, 2.12360)  0.085
H (0.05172, -3.30158, 1.02703)  0.055
H (0.18920, -4.15250, 2.58156)  0.084
H (0.67631, -2.98957, 4.58231)  0.108
H (1.34823, -0.85342, 5.72579)  0.103
H (1.12011, 1.26549, 4.51576)  0.101
H (1.09954, 2.89391, 3.27766)  0.104
H (0.35832, 4.88972, 2.03349)  0.100
H (-1.15547, 4.57075, 0.07451)  0.100
H (-1.69884, 4.26168, -1.84445)  0.104
H (-3.23514, 3.85543, -3.71796)  0.109
H (-4.26435, 1.59200, -3.97665)  0.112
H (-4.85872, -0.57466, -1.87024)  0.090
H (-4.01949, -0.82443, -3.40020)  0.077
H (-3.24242, -1.28439, -1.87207)  0.048
C (3.52657, -0.26224, -2.39441)  -0.056
C (3.63402, -1.19662, -1.19440)  -0.570
O (4.97956, -1.63425, -1.00049)  -0.056
P (3.19340, -0.30128, 0.31954)  0.516
O (3.24234, -1.31765, 1.52706)  -0.075
O (4.39301, 0.66584, 0.67802)  -0.064
O (1.94028, 0.47769, 0.12974)  -0.280
P (2.39356, -2.57927, -1.36605)  0.352
O (3.06835, -3.78447, -0.53466)  -0.121
O (2.22921, -2.94600, -2.78954)  -0.282
O (1.23403, -2.12239, -0.50249)  -0.375
H (4.28845, 0.51537, -2.32219)  0.094
H (2.54349, 0.20251, -2.42702)  0.052
H (3.66033, -0.83476, -3.31253)  0.085
H (5.20724, -2.25615, -1.70012)  0.102
H (2.55724, -2.00541, 1.49512)  0.078
H (5.21932, 0.17901, 0.81497)  0.100
H (3.30522, -4.51092, -1.12417)  0.081
O (-2.78030, -0.75965, 1.73550)  0.044
C (-2.66448, -1.47732, 0.77603)  -0.503
O (-1.62728, -1.59282, -0.02905)  -0.228
H (-3.47962, -2.17045, 0.48233)  0.131
C (0.00430, -1.19925, -6.35134)  0.000
N (-0.76710, -1.09317, -5.11325)  -0.065
N (-0.27689, -0.15833, -4.20085)  0.077
C (-0.29464, -0.69921, -2.93937)  -0.360
O (0.04420, -0.03312, -1.93759)  -0.086
C (-0.78867, -2.03259, -3.06507)  0.062
C (-1.01258, -2.24129, -4.38317)  -0.247
C (-1.37733, -3.50184, -5.08287)  -0.003
C (-0.29870, 1.22646, -4.52349)  -0.172
C (-1.17528, 1.68533, -5.49856)  -0.041
C (-1.18171, 3.03163, -5.82900)  -0.088
C (-0.34126, 3.91864, -5.17561)  -0.091
C (0.51524, 3.45222, -4.18794)  -0.068
C (0.55130, 2.10604, -3.86186)  0.006
H (0.16901, -0.20205, -6.75016)  0.083
H (-0.57632, -1.76886, -7.07297)  0.093
H (0.96699, -1.68529, -6.17293)  0.106
H (-0.92382, -2.71816, -2.24788)  0.125
H (-1.74975, -4.22405, -4.36076)  0.091
H (-0.49897, -3.93403, -5.56663)  0.093
H (-2.14152, -3.33461, -5.84138)  0.088
H (-1.85476, 0.99593, -5.97932)  0.116
H (-1.86118, 3.38643, -6.59278)  0.108
H (-0.35558, 4.96935, -5.43196)  0.104
H (1.16942, 4.13665, -3.66471)  0.111
H (1.21695, 1.74604, -3.09488)  0.103

[2]
# C30H48F5N3O27S3

11 unconnected molecules or ions with the total composition C30H48F5N3O27S3 at a distorted geometry (the ωB97M-V functional and the def2-TZVPD basis, OMol25).

The spin multiplicity is 1. As for the LUMO energy: -0.2 eV. Its HOMO-LUMO gap is 10.338 eV. The SMILES is O=C1OC[C@@H](F)O1.O=C1OC[C@@H](F)O1.O=C1OC[C@@H](F)O1.O=C1OC[C@@H](F)O1.O=C1OC[C@@H](F)O1.C[N+](=O)[O-].C[N+](=O)[O-].C[N+](=O)[O-].O=S1(=O)CCCC1.O=S1(=O)CCCC1.O=S1(=O)CCCC1. The relative energy (zero: lowest compared OMol25 entry of this formula, charge and spin) is 0.000 eV. The total charge is 0. The HOMO energy comes out at -10.52 eV.

Each line ends with the Löwdin charge.
Element x y z (Å)
O (2.75705, -4.54009, 3.42093)  0.202
C (2.55992, -3.41951, 3.69525)  -0.586
O (1.70603, -3.01243, 4.61223)  0.082
C (1.87812, -1.68047, 5.00787)  -0.029
C (3.15256, -1.32288, 4.18019)  -0.315
F (4.29795, -1.19779, 4.88440)  0.080
O (3.26367, -2.33926, 3.20572)  0.115
H (0.99061, -1.12744, 4.69118)  0.127
H (2.09039, -1.43439, 6.04974)  0.146
H (2.93056, -0.35514, 3.72487)  0.152
O (-1.98060, -5.22913, 3.80098)  0.198
C (-1.36959, -4.88756, 2.85733)  -0.565
O (-1.47977, -5.32462, 1.60980)  0.096
C (-0.40884, -4.74177, 0.85332)  -0.057
C (-0.28007, -3.43191, 1.59040)  -0.299
F (-1.31030, -2.58107, 1.27951)  0.065
O (-0.39612, -3.91913, 2.91092)  0.109
H (0.49891, -5.34959, 0.85547)  0.147
H (-0.67001, -4.69925, -0.20245)  0.115
H (0.64784, -2.88744, 1.42821)  0.139
O (-5.42491, 4.20745, -3.26997)  0.181
C (-5.19461, 3.05506, -3.11846)  -0.573
O (-4.26808, 2.39392, -3.85096)  0.070
C (-4.06473, 1.09619, -3.22381)  -0.041
C (-5.24329, 0.98845, -2.29752)  -0.322
F (-4.97838, 0.32001, -1.14816)  0.077
O (-5.51459, 2.34610, -2.01431)  0.139
H (-3.93185, 0.26847, -3.91588)  0.136
H (-3.13088, 1.20288, -2.66412)  0.115
H (-6.10990, 0.55535, -2.81228)  0.173
O (-3.55589, 4.94034, -1.21354)  0.204
C (-2.47989, 5.07900, -1.65911)  -0.552
O (-2.16672, 5.29747, -2.95384)  0.073
C (-0.73727, 5.36267, -3.13671)  -0.019
C (-0.19825, 5.30818, -1.69309)  -0.335
F (0.57023, 6.36789, -1.27009)  0.047
O (-1.31559, 5.01000, -0.96432)  0.108
H (-0.48304, 4.42403, -3.62773)  0.125
H (-0.36364, 6.17590, -3.75185)  0.137
H (0.50149, 4.46889, -1.55486)  0.147
O (5.32084, 2.56677, -1.20442)  0.183
C (5.22113, 1.41606, -0.94496)  -0.584
O (4.57060, 0.84610, 0.06880)  0.065
C (4.53368, -0.57176, -0.17583)  -0.049
C (5.79892, -0.77945, -1.03025)  -0.270
F (5.54936, -1.83094, -1.89589)  0.033
O (5.91393, 0.46945, -1.65373)  0.121
H (4.45048, -1.01512, 0.81773)  0.134
H (3.63527, -0.89288, -0.71169)  0.105
H (6.67847, -1.09607, -0.46200)  0.173
C (-3.37024, -2.98266, -1.64593)  0.061
N (-3.67661, -4.31922, -1.03848)  -0.461
O (-2.90578, -5.21916, -1.18548)  0.067
O (-4.72523, -4.39581, -0.45643)  0.078
H (-4.18588, -2.29523, -1.48219)  0.082
H (-3.25318, -3.19920, -2.70593)  0.100
H (-2.43903, -2.66793, -1.17980)  0.080
C (2.73355, -4.15034, -2.42803)  0.069
N (2.17382, -3.43417, -1.24833)  -0.428
O (1.13344, -2.82117, -1.33552)  0.057
O (2.86641, -3.39478, -0.24300)  0.051
H (3.13990, -3.35235, -3.04262)  0.084
H (1.86703, -4.65658, -2.84929)  0.102
H (3.42160, -4.88021, -2.02169)  0.101
C (2.27602, 5.18269, 2.77792)  0.028
N (2.92722, 4.58137, 1.59808)  -0.455
O (4.08482, 4.29368, 1.67320)  0.096
O (2.31291, 4.72268, 0.56413)  0.063
H (1.21382, 4.96956, 2.85038)  0.092
H (2.52979, 6.22543, 2.92405)  0.105
H (2.65915, 4.64714, 3.65274)  0.094
O (3.11987, 1.48681, -2.91285)  -0.299
S (2.82102, 0.38040, -3.79362)  0.684
O (2.67724, -0.91963, -3.17865)  -0.335
C (1.32735, 0.83831, -4.70234)  -0.203
C (1.85873, 1.36702, -6.04618)  -0.187
C (3.16850, 0.56813, -6.42467)  -0.204
C (4.00207, 0.35800, -5.16282)  -0.198
H (0.89965, 1.56999, -4.01598)  0.092
H (0.61464, 0.01570, -4.72538)  0.108
H (1.18436, 1.25000, -6.88655)  0.112
H (2.20430, 2.38311, -5.86015)  0.115
H (3.65170, 1.06307, -7.26390)  0.113
H (2.81678, -0.37605, -6.84782)  0.111
H (4.70098, 1.17147, -4.98464)  0.113
H (4.48221, -0.61679, -5.14398)  0.104
O (-1.54920, -0.04392, -0.72566)  -0.322
S (-0.75430, 1.13850, -0.49203)  0.692
O (-1.03659, 2.30420, -1.30345)  -0.325
C (-0.88136, 1.67366, 1.27157)  -0.172
C (0.43178, 1.24454, 1.97535)  -0.171
C (1.20277, 0.38084, 0.98679)  -0.210
C (0.99678, 0.80413, -0.47654)  -0.207
H (-1.89866, 1.49541, 1.63427)  0.104
H (-1.07379, 2.75262, 1.21449)  0.096
H (0.94479, 2.19399, 2.12917)  0.101
H (0.24631, 0.72494, 2.91142)  0.090
H (0.95786, -0.67604, 1.10828)  0.102
H (2.28007, 0.39160, 1.17168)  0.097
H (1.46660, 0.14088, -1.20271)  0.077
H (1.48530, 1.73656, -0.78090)  0.103
O (-1.86925, -0.25357, 4.20292)  -0.358
S (-2.90784, -0.88449, 5.00417)  0.670
O (-2.47730, -1.61570, 6.17290)  -0.304
C (-4.22492, 0.29113, 5.37760)  -0.230
C (-5.47047, -0.59377, 5.48546)  -0.212
C (-5.42564, -1.63239, 4.34699)  -0.197
C (-3.95644, -1.91433, 3.93401)  -0.195
H (-4.29639, 1.00702, 4.55525)  0.106
H (-3.82232, 0.87870, 6.20349)  0.106
H (-5.34123, -1.08290, 6.45370)  0.113
H (-6.41314, -0.05660, 5.44386)  0.112
H (-5.98645, -1.21745, 3.51000)  0.109
H (-5.91306, -2.57171, 4.60038)  0.113
H (-3.87854, -1.57157, 2.90455)  0.100
H (-3.60951, -2.93713, 4.03175)  0.093